No. 1
Here is C38H42FN3O4PdSSbSi as an isolated structure at a distorted geometry from the Open Molecules 2025 dataset. Energies are from wB97M-V/def2-TZVPD.

For the LUMO energy, the calculation gives -0.120 Ha. The net charge is +1. Its molecular weight is 912.102 g mol⁻¹. As for the electronic energy: -3093.9381 Ha.

Cartesian coordinates (Å):
Pd -1.97 0.56 -1.30
F 4.36 0.18 -3.94
C 3.98 -0.07 -2.66
C 2.66 -0.24 -2.39
C 2.25 -0.43 -1.07
C 0.80 -0.56 -0.80
O 0.01 -0.51 -1.75
C 0.44 -0.71 0.58
C 1.43 -0.73 1.52
N 2.75 -0.62 1.27
C 3.71 -0.64 2.35
C 4.60 -1.84 2.50
C 3.49 -1.58 3.49
C 3.19 -0.45 -0.04
C 4.55 -0.30 -0.35
C 4.95 -0.11 -1.66
N 6.34 0.05 -1.93
C 6.88 -0.34 -3.22
C 8.36 -0.62 -3.08
N 9.04 0.63 -2.54
C 8.43 1.07 -1.23
C 6.95 1.27 -1.44
C -0.97 -0.89 1.10
O -1.12 -1.23 2.26
O -1.94 -0.69 0.28
H 1.91 -0.19 -3.17
H 1.15 -0.84 2.55
H 4.14 0.33 2.58
H 5.62 -1.68 2.81
H 4.44 -2.65 1.80
H 3.75 -1.22 4.47
H 2.63 -2.24 3.45
H 5.30 -0.36 0.43
H 6.73 0.43 -4.00
H 6.40 -1.24 -3.58
H 8.84 -0.86 -4.02
H 8.55 -1.40 -2.35
H 8.93 1.38 -3.23
H 10.04 0.47 -2.44
H 8.95 1.97 -0.91
H 8.62 0.26 -0.52
H 6.79 2.11 -2.14
H 6.50 1.57 -0.49
C 0.49 3.89 -2.68
Si -1.01 3.24 -1.80
C -0.45 2.79 -0.06
C -2.29 4.57 -1.66
O -1.58 1.90 -2.61
H 0.88 4.78 -2.17
H 0.24 4.17 -3.71
H 1.27 3.13 -2.72
H -0.29 3.72 0.49
H 0.50 2.24 -0.05
H -1.17 2.22 0.53
H -1.87 5.48 -1.23
H -3.11 4.24 -1.02
H -2.71 4.81 -2.64
S -4.22 0.13 -1.72
Sb -4.59 -0.73 0.39
C -6.67 -0.90 0.60
C -7.27 -2.10 0.94
C -8.66 -2.17 1.07
C -9.43 -1.04 0.85
C -8.83 0.16 0.51
C -7.45 0.24 0.38
C -4.08 0.70 1.80
C -4.06 2.02 1.37
C -3.75 3.03 2.27
C -3.48 2.72 3.59
C -3.50 1.40 4.02
C -3.81 0.38 3.13
C -4.06 -2.75 0.55
C -3.42 -3.30 1.65
C -3.10 -4.65 1.64
C -3.42 -5.44 0.54
C -4.06 -4.88 -0.55
C -4.38 -3.53 -0.55
H -6.68 -2.99 1.11
H -9.13 -3.11 1.34
H -10.51 -1.10 0.95
H -9.44 1.04 0.34
H -6.99 1.18 0.11
H -4.25 2.26 0.33
H -3.73 4.06 1.94
H -3.24 3.51 4.30
H -3.28 1.15 5.05
H -3.81 -0.65 3.47
H -3.13 -2.69 2.50
H -2.60 -5.09 2.50
H -3.16 -6.49 0.54
H -4.30 -5.49 -1.41
H -4.87 -3.10 -1.42

***

No. 2
Here is a 3-piece molecular cluster, C5H14O2 overall at a distorted geometry from the Open Molecules 2025 dataset. Energies are from wB97M-V/def2-TZVPD.

For the LUMO energy, the calculation gives 0.025 Ha. Its SMILES is C=CCCC.O.O. The relative energy (zero: lowest compared OMol25 entry of this formula, charge and spin) is 28.09 kcal per mole. Its molecular weight is 106.165 g mol⁻¹. As for the electronic energy: -349.3310 Ha.

Cartesian coordinates (Å):
C 3.08 0.33 -0.92
C 2.41 0.51 0.21
C 0.91 0.35 0.28
C 0.34 -0.51 1.40
C -1.09 0.05 1.75
H 2.65 0.03 -1.87
H 4.17 0.42 -0.99
H 2.95 0.79 1.12
H 0.48 1.36 0.20
H 0.55 -0.16 -0.63
H 0.78 -0.49 2.40
H 0.22 -1.53 1.02
H -1.91 -0.69 1.67
H -1.13 0.45 2.76
H -1.46 0.94 1.24
O -1.50 -1.54 -1.53
H -1.08 -2.38 -1.41
H -2.19 -1.57 -0.86
O -3.00 1.02 -1.84
H -3.04 1.98 -1.84
H -2.16 0.64 -2.16